Entry 1:
C5H13N2O | ωB97M-V with the def2-TZVPD basis set

```
! wB97M-V def2-TZVPD RIJCOSX def2/J DEFGRID3
* xyz 1 1
C 0.34595 -1.79075 -1.17197
C 1.39399 -1.25966 -0.18347
C 2.69351 0.69418 -0.36686
N 1.51501 0.19568 -0.27008
H 0.26951 -2.87728 -1.10121
H -0.63950 -1.35431 -1.03331
H 0.63492 -1.54411 -2.18942
H 2.35615 -1.80404 -0.46758
H 1.08469 -1.51894 0.82760
H 3.52795 0.02166 -0.51913
H 2.84424 1.81328 -0.45608
O -3.38515 1.48399 -0.29848
C -2.95542 0.66132 0.49956
C -1.56265 0.56569 1.10519
N -0.60022 1.50174 0.51516
H -3.63105 -0.17266 0.89828
H -1.63703 0.69744 2.19612
H -1.22802 -0.47349 0.93001
H 0.41002 1.03127 0.36273
H -0.90694 1.79774 -0.38202
H -0.52995 2.33126 1.10498
*
```

Calculated values
F_max	0.0526	Eh/bohr
HOMO-LUMO gap	11.19	eV
E_tot	-382.776780	hartree
energy relative to the best compared isomer or geometry (same formula, charge and spin)	222.8	kJ/mol
lowest unoccupied orbital energy	-3.18	eV
E_HOMO	-14.4	eV


Entry 2:
C34H41AgN7P | ωB97M-V with the def2-TZVPD basis set

```
! wB97M-V def2-TZVPD RIJCOSX def2/J DEFGRID3
* xyz 0 1
Ag 11.49452 14.41162 8.20522
C 16.05743 15.80593 6.76564
C 14.83572 14.87252 6.76456
C 13.85970 15.28326 5.66971
P 13.94921 14.77996 8.37399
C 14.89458 13.61145 9.48360
C 14.12080 13.63564 10.82927
C 16.41222 13.80524 9.76404
C 13.97903 16.43187 9.08822
C 15.11755 16.93632 9.75380
C 15.13715 18.21858 10.29478
C 16.30942 18.68620 11.12382
C 14.02898 19.04107 10.08255
C 12.89807 18.58612 9.45010
C 12.79279 17.25276 8.94041
N 11.68082 16.80224 8.35531
C 10.54977 17.59834 8.25501
C 9.77372 18.01697 9.34355
C 10.15214 17.64258 10.74584
C 8.57183 18.72773 9.13385
C 8.12660 19.01796 7.85548
C 6.89944 19.88336 7.58062
C 8.83373 18.50521 6.79076
C 10.04472 17.84154 6.93688
C 10.79162 17.30459 5.74789
H 16.56811 15.76750 5.79174
H 16.79491 15.53960 7.51473
H 15.72816 16.84292 6.97364
H 15.15749 13.85298 6.53125
H 13.41837 16.24711 5.94338
H 13.03316 14.56950 5.51054
H 14.38029 15.40494 4.71164
H 14.80116 12.63976 8.96846
H 13.98848 14.66314 11.12666
H 14.57986 13.00360 11.59368
H 13.09778 13.27592 10.63755
H 16.56776 14.52680 10.56018
H 16.99634 14.06918 8.89614
H 16.85613 12.88017 10.16494
H 16.00031 16.30475 9.85485
H 17.16085 17.98115 11.06798
H 16.02354 18.78198 12.18701
H 16.68582 19.64829 10.82561
H 14.05755 20.05770 10.49227
H 12.01166 19.22744 9.35913
H 10.92647 18.29388 11.15556
H 10.61068 16.65381 10.70632
H 9.32595 17.63368 11.44359
H 8.03491 19.04109 9.99945
H 6.08279 19.60966 8.24796
H 6.54422 19.74626 6.54376
H 7.12955 20.94171 7.68568
H 8.49840 18.66208 5.78461
H 10.22165 17.45637 4.82474
H 10.91638 16.21363 5.85953
H 11.79963 17.76428 5.66730
N 7.21494 14.64734 9.60358
C 6.91797 14.91427 8.27707
C 8.09283 14.77957 7.61033
N 9.10250 14.49247 8.48287
C 8.54587 14.36535 9.68252
C 9.25094 14.14284 10.91609
N 10.33856 13.42266 11.04506
C 10.66687 13.48676 12.36036
C 9.81155 14.28494 13.05388
N 8.89858 14.71125 12.12810
H 6.52846 14.49902 10.30749
H 5.93216 15.14722 7.96551
H 8.31070 15.01758 6.58466
H 11.55775 12.96886 12.73357
H 9.78620 14.59501 14.06367
H 8.21975 15.45417 12.21221
N 12.22873 6.49942 8.49802
C 12.05130 7.60271 8.22132
C 11.75472 9.01806 7.96956
C 10.56082 9.55536 8.44417
C 10.31604 10.91214 8.22474
N 11.15541 11.71751 7.55156
C 12.30066 11.17950 7.12209
C 12.63814 9.84827 7.28692
H 9.83798 8.92471 8.92952
H 9.38648 11.40373 8.49098
H 13.02334 11.82428 6.62220
H 13.56353 9.45490 6.92904
*
```

Calculated values
F_max	0.0306	Eh/bohr
HOMO-LUMO gap	5.68	eV
E_tot	-2191.821783	hartree
energy relative to the best compared isomer or geometry (same formula, charge and spin)	12.9	kJ/mol
lowest unoccupied orbital energy	-0.25	eV
E_HOMO	-5.9	eV


Entry 3:
C6H15NS | ωB97M-V with the def2-TZVPD basis set

```
! wB97M-V def2-TZVPD RIJCOSX def2/J DEFGRID3
* xyz 0 1
C -1.22543 0.24124 -1.64041
C -0.01457 -0.53145 -2.21862
C 0.44564 -1.82524 -1.52397
S -0.81185 -2.63192 -0.43969
C -1.19297 0.72467 -0.14674
N 0.12612 0.53624 0.45582
C 0.12297 1.09308 1.79607
C 1.54612 1.14043 2.35707
H -2.17113 -0.29980 -1.66363
H -1.28189 1.15208 -2.25438
H -0.50810 -0.79856 -3.16300
H 0.74895 0.21671 -2.43728
H 1.30810 -1.62861 -0.89658
H 0.65667 -2.57841 -2.29282
H 0.53966 -2.20083 1.22359
H -1.95635 0.17244 0.41606
H -1.51666 1.76401 -0.13217
H 0.22680 -0.47846 0.50969
H -0.24379 2.12191 1.93735
H -0.44774 0.50426 2.51962
H 2.27573 1.65486 1.73087
H 1.48163 1.54818 3.37010
H 1.89210 0.10316 2.49303
*
```

Calculated values
F_max	0.0777	Eh/bohr
HOMO-LUMO gap	6.96	eV
E_tot	-690.395195	hartree
energy relative to the best compared isomer or geometry (same formula, charge and spin)	384.0	kJ/mol
lowest unoccupied orbital energy	-1.86	eV
E_HOMO	-8.8	eV